Record 1
14
Properties=species:S:1:pos:R:3 method="wB97M-V/def2-TZVPD" relative_energy_kcal_mol=119.1 total_charge=-1 homo_energy_ha=-0.0984 e_tot_ev=-10296.46972
H 1.612 0.968 2.282
O 2.242 -0.731 1.340
H 0.043 -1.558 0.540
H -0.412 1.231 0.301
H 0.846 -0.857 -0.814
H 2.412 1.204 0.641
H -1.938 0.164 -0.262
N -1.690 0.725 -1.286
O -1.749 -1.624 -1.423
H -2.413 0.645 -2.005
C 1.879 0.485 1.311
C 0.036 -0.671 -0.116
C -1.186 -0.580 -1.092
N 0.317 0.597 0.583

Record 2
11
Properties=species:S:1:pos:R:3 method="wB97M-V/def2-TZVPD" relative_energy_kcal_mol=55.7 total_charge=0 homo_energy_ha=-0.3774 e_tot_ev=-10249.85086
C -0.652 1.168 0.181
C -1.081 -0.175 0.120
H -2.767 0.208 -0.095
O 0.684 1.075 -0.182
N 0.055 -0.905 0.290
H 0.001 -1.846 0.201
C 1.123 -0.185 -0.065
N -2.255 -0.764 -0.263
H -1.231 1.772 -0.569
H -0.767 1.889 0.987
O 2.293 -0.474 -0.084

Record 3
15
Properties=species:S:1:pos:R:3 method="wB97M-V/def2-TZVPD" relative_energy_kcal_mol=81.6 total_charge=+1 homo_energy_ha=-0.5183 e_tot_ev=-9748.92346
H 0.722 0.342 -1.959
H 1.600 -1.126 1.231
N -1.206 -0.669 0.886
H -0.574 -0.334 -1.294
H -2.085 -0.981 1.466
N 0.824 0.315 0.149
H -1.089 1.519 0.912
C -0.611 0.593 1.256
N 0.097 0.409 -1.154
H 1.604 -1.551 -0.476
H -0.452 1.359 -1.115
H -0.318 0.616 2.384
C 1.069 -1.010 0.338
O -0.654 -2.890 0.685
C -0.353 -1.735 0.670

Record 4
18
Properties=species:S:1:pos:R:3 method="wB97M-V/def2-TZVPD" relative_energy_kcal_mol=57.9 total_charge=0 homo_energy_ha=-0.2798 e_tot_ev=-7320.51931
N -1.075 -1.402 1.312
H -1.157 1.093 -1.314
C 1.896 -0.214 -0.168
H -0.408 2.296 0.774
C 0.591 0.657 -0.134
H -1.800 -1.570 -0.598
N -2.145 -1.568 0.364
C -0.119 0.771 -1.455
H -0.216 -1.910 1.072
H -2.819 -0.800 0.427
H 0.938 1.521 1.775
H 2.691 0.329 -0.687
H 1.727 -1.158 -0.696
H -0.135 -0.197 -1.967
H -0.960 -0.467 1.712
C 0.386 1.557 0.840
H 2.232 -0.434 0.852
H 0.374 1.495 -2.109

Record 5
52
Properties=species:S:1:pos:R:3 method="wB97M-V/def2-TZVPD" relative_energy_kcal_mol=25.6 total_charge=0 homo_energy_ha=-0.3306 e_tot_ev=-53058.33349
C -1.463 2.607 0.178
H 0.847 -0.823 -0.565
H -1.638 0.610 -1.223
H 5.556 -1.411 0.885
C -3.997 -2.932 0.407
H -5.688 -1.018 0.887
Cl 2.918 3.557 -0.125
H 2.027 -0.939 -1.875
N -3.965 -1.586 -0.123
H -5.034 -3.245 0.517
H -5.215 1.456 0.698
C 1.907 -0.962 -0.788
H 0.635 5.035 -0.917
C -0.511 1.733 0.688
H 3.943 1.149 -1.487
H 4.289 -1.257 -1.878
C 3.548 -2.157 0.785
H -3.176 0.141 -1.987
C 4.881 -1.802 0.121
C -2.607 -1.129 -0.354
C 3.950 0.460 -0.631
C -2.927 2.319 0.340
H -5.277 0.638 -0.890
H -4.183 -0.546 1.716
H 5.746 -0.454 -1.312
H -2.107 -1.843 -1.013
H 5.337 -2.707 -0.290
S 1.990 0.771 1.191
O 1.180 -0.225 1.831
C 1.247 3.205 0.002
C 0.305 4.108 -0.478
H -3.498 -3.017 1.384
H 1.559 -2.774 0.333
C -2.646 0.243 -1.031
H -0.790 0.818 1.188
H -2.031 -1.063 0.587
C 0.835 2.022 0.594
H 4.416 0.964 0.218
C -1.042 3.807 -0.386
H -3.504 -3.602 -0.295
H 2.686 -2.982 -1.009
C -4.673 -0.648 0.732
N -3.382 1.174 -0.212
H 3.283 -1.395 1.518
C 2.390 -2.312 -0.200
C -4.730 0.721 0.055
H 3.669 -3.096 1.329
C 4.750 -0.784 -1.010
H -1.780 4.505 -0.751
N 2.578 0.192 -0.245
O -3.648 3.087 0.950
O 3.044 1.384 1.940

Record 6
66
Properties=species:S:1:pos:R:3 method="wB97M-V/def2-TZVPD" s_squared=0.81 total_charge=+4 homo_energy_ha="-0.7914 / -0.7948" e_tot_ev=-115423.14358 multiplicity=2
As 2.295 0.076 -2.212
H -5.312 3.553 1.803
H 4.201 -3.196 1.608
C 3.384 -3.779 2.032
C 2.366 -2.890 2.776
C -1.341 -2.190 -1.206
C -2.998 -1.961 -2.940
C -0.364 3.452 1.970
H 0.761 -4.380 2.698
H -4.684 -3.246 -3.221
H -3.621 3.728 -0.584
N -3.261 3.189 1.421
C -2.354 -2.727 -1.953
H 1.323 4.595 2.657
H 3.810 -4.462 2.766
H 3.541 -2.641 4.543
H -4.982 2.160 0.739
H -0.837 -2.759 -0.435
C 1.010 3.741 2.068
H -1.150 0.858 -2.498
C -1.524 -0.153 -2.354
H 2.907 -4.378 1.256
C 3.943 -0.654 -1.524
H 2.611 -1.038 -4.411
C -0.848 2.385 1.245
H 3.013 3.150 1.552
C 1.250 -3.731 3.423
H -4.684 2.037 2.505
H 3.211 2.400 -2.022
C 3.065 -1.984 3.815
C 1.760 -0.982 -3.730
H 1.490 -1.985 -3.405
C 0.127 1.572 0.597
C -3.227 4.204 0.312
C 1.956 2.943 1.455
H -1.027 4.118 2.510
H -2.547 1.314 1.992
H -2.207 4.543 0.159
H -3.600 -3.096 -4.599
H 1.723 -4.364 4.174
H 4.685 -0.585 -2.323
C -2.553 -0.636 -3.116
H 3.211 1.836 -3.710
H 3.842 -1.370 3.362
C 2.632 1.886 -2.787
H 0.510 -3.109 3.925
H 0.926 -0.501 -4.237
H 1.699 2.413 -2.976
N -0.926 -0.904 -1.385
H -3.003 3.665 2.287
H -4.707 -1.771 -4.224
H -3.002 -0.001 -3.869
V 0.484 -0.020 -0.336
H 2.255 1.179 0.308
H 2.350 -1.357 4.347
H -2.605 1.589 0.253
H 4.285 -0.072 -0.670
C -4.076 -2.539 -3.783
H -2.654 -3.752 -1.771
N 1.276 -1.290 1.007
C 1.755 -1.999 1.787
H 3.798 -1.697 -1.251
C -4.673 2.690 1.636
C 1.492 1.845 0.743
H -3.862 5.039 0.596
C -2.321 2.038 1.206